# 1
The following is a DFT calculation (the ωB97M-V functional and the def2-TZVPD basis) of C29H30AuF5N5O4STe as an isolated structure.

Orbital gap (alpha / beta) = 0.2591 / 0.1977 Ha
Total energy = -2998.71040 hartree
Relative energy (zero: lowest compared OMol25 entry of this formula, charge and spin) = 30.86 kcal/mol
HOMO (alpha / beta) = -11.5 / -11.8 eV

```
! wB97M-V def2-TZVPD RIJCOSX def2/J DEFGRID3
* xyz 1 3
Au 0.05691 -0.12014 0.04920
C -1.82203 1.80062 2.01410
C -0.84047 1.46726 3.09473
C -0.48696 2.41703 4.03342
C 0.45542 2.13782 5.01127
C 1.05093 0.88907 5.05871
C 0.72206 -0.10357 4.15019
C 1.40534 -1.43362 4.19261
C -0.24463 0.18830 3.16425
N -0.53596 -0.72642 2.17410
C -1.18659 -1.82012 2.22026
C -1.87379 -2.31920 3.44456
C -1.33363 -2.57793 0.95971
C -1.76332 -4.00198 1.01506
N -1.09327 -1.95627 -0.13750
C -1.39098 -2.47255 -1.40142
C -2.73723 -2.60295 -1.79055
C -3.86568 -2.19228 -0.88854
C -3.00180 -3.07883 -3.06701
C -1.97331 -3.37842 -3.94536
C -0.65201 -3.22225 -3.55570
C -0.33693 -2.76792 -2.28535
C 1.08176 -2.60079 -1.84804
H -2.38148 2.69448 2.27891
H -2.52611 0.98980 1.82641
H -1.27369 2.00707 1.09019
H -0.94432 3.39367 3.97911
H 0.73130 2.90216 5.72005
H 1.80322 0.68983 5.80619
H 2.26407 -1.38667 4.85665
H 1.74801 -1.73288 3.20246
H 0.73867 -2.21015 4.56864
H -1.88369 -1.55281 4.21629
H -1.37092 -3.20386 3.83660
H -2.89928 -2.60590 3.21748
H -1.19671 -4.52944 1.78098
H -1.60273 -4.49502 0.05786
H -2.82032 -4.09222 1.27172
H -3.55408 -1.43795 -0.16572
H -4.26080 -3.05085 -0.34467
H -4.68030 -1.78310 -1.48297
H -4.03028 -3.20406 -3.37503
H -2.20476 -3.71518 -4.94385
H 0.14481 -3.45313 -4.24824
H 1.76788 -2.93183 -2.62304
H 1.29826 -3.14464 -0.92834
H 1.28203 -1.54178 -1.65800
F 3.33176 0.67582 2.55361
Te 2.87649 0.71286 0.71556
F 3.78706 2.33894 0.40374
F 4.58235 -0.05790 0.48824
F 2.77069 0.43477 -1.18378
F 2.37906 -1.16696 0.90764
O 1.28559 1.47266 0.93301
O -7.01032 6.29470 -2.96831
S -6.27668 5.17427 -3.46427
O -6.42020 3.92117 -2.78447
O -5.92840 5.13141 -4.86608
C -4.47454 5.65280 -3.01313
N -4.17085 6.90738 -3.00097
C -2.88821 7.17554 -2.77500
C -1.96326 6.15377 -2.58362
C -2.42785 4.83774 -2.62611
N -3.73133 4.61569 -2.84893
C -1.62060 3.62797 -2.40354
C -2.23856 2.38176 -2.55026
C -1.54154 1.24865 -2.18993
N -0.29318 1.29171 -1.72225
C 0.33582 2.46208 -1.67742
C -0.28791 3.65471 -1.99775
H -2.61925 8.22301 -2.74580
H -0.92267 6.37901 -2.41496
H -3.26103 2.32907 -2.89255
H -1.98857 0.26677 -2.25673
H 1.36321 2.45113 -1.34588
H 0.26451 4.57368 -1.89071
*
```


# 2
The following is a DFT calculation (the ωB97M-V functional and the def2-TZVPD basis) of a 2-piece molecular cluster, C33H65IN3O4 overall.

Orbital gap = 0.2506 Ha
Total energy = -2058.97799 hartree
HOMO = -9.4 eV

```
! wB97M-V def2-TZVPD RIJCOSX def2/J DEFGRID3
* xyz 1 1
C 6.45629 -0.25828 3.35729
O 6.95457 0.30942 2.16934
C 6.81675 -0.55416 1.05582
C 7.54728 0.06249 -0.14060
C 6.79924 -0.02490 -1.47480
C 6.84789 -1.33657 -2.29196
C 8.16459 -2.13032 -2.30460
C 8.34058 -3.16552 -1.18539
C 7.27644 -4.28471 -1.12820
C 6.75149 -4.61249 0.29100
C 5.24185 -4.46391 0.57431
C 4.55725 -3.29484 -0.11853
N 3.15703 -3.20007 0.39611
I 1.77479 -2.92104 -1.14185
C 3.06519 -2.14567 1.35679
O 2.99859 -2.37104 2.51229
O 3.23871 -0.91848 0.85019
C 3.66141 0.11070 1.76938
C 2.54347 1.07339 2.19109
C 1.12317 0.48910 2.19066
C 0.40544 0.54490 0.82673
C -0.99481 1.18637 0.86888
C -2.15929 0.18731 0.99329
C -3.36868 0.56264 0.13651
C -4.59600 -0.33619 0.37695
C -5.46545 -0.58669 -0.87049
C -6.88730 -0.03262 -0.75212
C -7.73221 -0.76950 0.31228
C -9.08252 -1.28008 -0.21391
N -9.51838 -2.49437 0.43944
C -9.98488 -2.59085 1.72510
C -10.27655 -3.92182 1.99734
C -9.98077 -4.65275 0.81077
C -9.51866 -3.74581 -0.12785
H 6.45877 0.51820 4.12116
H 7.08099 -1.09861 3.68686
H 5.42962 -0.62854 3.23396
H 5.74455 -0.67895 0.83698
H 7.22202 -1.53602 1.32573
H 8.55762 -0.34514 -0.21455
H 7.66688 1.12170 0.10806
H 5.74239 0.17667 -1.25019
H 7.12188 0.79605 -2.12054
H 6.03185 -1.99438 -1.99518
H 6.62807 -1.06482 -3.32987
H 9.00867 -1.43140 -2.26304
H 8.26158 -2.64086 -3.26835
H 9.32178 -3.62928 -1.33146
H 8.40417 -2.65854 -0.22140
H 7.74701 -5.19281 -1.51476
H 6.45775 -4.06687 -1.81594
H 7.30150 -4.02055 1.02754
H 6.99648 -5.65455 0.51442
H 4.69177 -5.37834 0.33296
H 5.11548 -4.32394 1.65356
H 4.52767 -3.44624 -1.19709
H 5.08672 -2.35421 0.06092
H 4.44120 0.65095 1.22781
H 4.12461 -0.36090 2.63678
H 2.78244 1.45555 3.18495
H 2.55850 1.93616 1.51397
H 1.17455 -0.54562 2.53963
H 0.53212 1.02396 2.93983
H 0.30076 -0.46979 0.44002
H 1.03505 1.07401 0.10330
H -1.03710 1.88270 1.71247
H -1.14387 1.77030 -0.04925
H -1.82265 -0.80896 0.69174
H -2.48397 0.11909 2.03714
H -3.64080 1.60232 0.35116
H -3.06879 0.48600 -0.91431
H -5.21550 0.13082 1.14932
H -4.24501 -1.28618 0.78666
H -4.97704 -0.13842 -1.74411
H -5.52931 -1.66022 -1.07429
H -6.80727 1.02597 -0.47038
H -7.38933 -0.09342 -1.72283
H -7.91607 -0.10541 1.15786
H -7.18056 -1.64199 0.67541
H -9.02629 -1.49757 -1.28335
H -9.86116 -0.52343 -0.07881
H -10.05824 -1.71462 2.35179
H -10.66195 -4.31609 2.92401
H -10.09672 -5.71599 0.65766
H -9.19709 -3.90937 -1.14495
C -2.63026 4.99585 -0.09141
N -2.71572 5.72093 -1.40564
C -1.33977 6.18383 -1.76619
C -3.60627 6.90792 -1.26181
C -3.18723 4.82523 -2.52878
C -4.60370 4.30719 -2.44659
O -4.72257 3.52520 -1.27602
H -2.04920 5.61499 0.58841
H -3.62766 4.83966 0.29841
H -2.13761 4.03962 -0.24563
H -0.97965 6.84568 -0.98359
H -1.37977 6.71443 -2.71409
H -0.69038 5.31617 -1.84911
H -4.58888 6.57988 -0.93753
H -3.67300 7.42031 -2.21880
H -3.17806 7.57000 -0.51362
H -2.48486 3.99256 -2.55461
H -3.08091 5.40623 -3.44482
H -4.75171 3.70666 -3.34903
H -5.33854 5.11823 -2.46826
H -5.58645 3.09739 -1.26165
*
```


- Number 2 is which compound?
  C33H65IN3O4


- The lowest total energy belongs to which entry?
  C29H30AuF5N5O4STe


- Which of these has the lowest total energy?
  C29H30AuF5N5O4STe